[1]
The following is a DFT calculation (ωB97M-V/def2-TZVPD) of a structure of composition C31H39N11O2PS3V.

gap between HOMO and LUMO (alpha / beta) = 6.3 / 6.2 eV
net charge = +2
2S+1 = 1
highest occupied orbital energy (alpha / beta) = -11.6 / -11.6 eV

Positions of all 88 atoms, in Å:
V (-0.539, 0.595, -0.636)
C (-4.336, -1.636, -1.035)
C (-3.010, -0.968, -1.168)
N (-2.607, 0.012, -0.422)
O (-3.427, 0.490, 0.567)
C (-1.981, -1.395, -2.133)
C (-2.130, -2.391, -3.233)
N (-0.943, -0.682, -1.879)
O (0.277, -0.549, -2.269)
H (-4.485, -2.007, -0.016)
H (-4.411, -2.489, -1.703)
H (-5.153, -0.949, -1.274)
H (-4.230, -0.050, 0.603)
H (-3.019, -2.186, -3.832)
H (-2.222, -3.411, -2.851)
H (-1.261, -2.342, -3.887)
S (-0.141, -1.012, 1.049)
C (-0.192, 0.220, 2.320)
N (-0.039, -0.217, 3.552)
N (-0.046, 0.466, 4.658)
C (0.067, 1.847, 5.012)
C (-0.611, 2.233, 6.160)
C (-0.473, 3.526, 6.643)
C (0.356, 4.426, 5.993)
C (1.058, 4.021, 4.863)
C (0.915, 2.737, 4.367)
N (-0.583, 1.503, 2.108)
N (-0.975, 1.827, 0.948)
C (-1.620, 3.118, 0.919)
C (-2.430, 3.425, -0.163)
C (-3.094, 4.641, -0.216)
C (-2.944, 5.560, 0.811)
C (-2.140, 5.245, 1.899)
C (-1.484, 4.028, 1.963)
H (-0.123, -0.154, 5.452)
H (-1.249, 1.525, 6.675)
H (-1.011, 3.823, 7.532)
H (0.464, 5.435, 6.368)
H (1.724, 4.712, 4.363)
H (1.467, 2.432, 3.492)
H (-2.576, 2.701, -0.948)
H (-3.736, 4.866, -1.057)
H (-3.460, 6.510, 0.771)
H (-2.022, 5.951, 2.710)
H (-0.871, 3.783, 2.817)
C (-2.992, 1.729, -3.400)
C (-1.566, 2.173, -3.402)
N (-0.726, 2.026, -2.407)
C (0.498, 2.597, -2.702)
C (0.578, 3.167, -3.928)
S (-0.913, 3.010, -4.736)
C (1.574, 2.500, -1.720)
C (2.739, 3.187, -1.748)
S (3.743, 2.667, -0.478)
C (2.553, 1.562, 0.043)
N (1.454, 1.585, -0.679)
C (2.856, 0.679, 1.209)
H (-3.217, 1.208, -2.474)
H (-3.197, 1.070, -4.244)
H (-3.658, 2.589, -3.484)
H (1.423, 3.646, -4.393)
H (3.044, 3.956, -2.438)
H (2.686, 1.199, 2.150)
H (3.907, 0.391, 1.188)
H (2.225, -0.206, 1.184)
C (3.808, -4.827, -2.194)
N (3.680, -4.490, -0.698)
C (2.981, -5.676, -0.007)
N (1.737, -5.956, -0.623)
C (1.920, -6.242, -2.044)
N (2.544, -5.128, -2.756)
C (1.664, -3.952, -2.831)
P (1.186, -3.251, -1.172)
C (2.918, -3.211, -0.492)
C (0.749, -4.891, -0.398)
H (4.477, -5.687, -2.249)
H (4.269, -3.964, -2.673)
H (4.617, -4.393, -0.305)
H (2.860, -5.402, 1.040)
H (3.666, -6.519, -0.099)
H (0.949, -6.448, -2.491)
H (2.548, -7.128, -2.151)
H (0.756, -4.232, -3.367)
H (2.153, -3.173, -3.420)
H (2.872, -3.011, 0.580)
H (3.484, -2.407, -0.967)
H (-0.213, -5.221, -0.794)
H (0.613, -4.745, 0.676)

Löwdin atomic charge list, values in e, 8 entries:
1. V 0.665
2. C 0.018
3. C -0.264
4. N -0.094
5. O 0.016
6. C -0.257
7. C -0.004
8. N -0.292

[2]
The following is a DFT calculation (ωB97M-V/def2-TZVPD) of a structure of composition C24H27ClN4O4.

gap between HOMO and LUMO = 7.9 eV
net charge = 0
2S+1 = 1
highest occupied orbital energy = -8.3 eV

Positions of all 60 atoms, in Å:
C (4.896, 2.082, 3.490)
C (3.671, 2.030, 2.655)
H (3.118, 3.049, 2.807)
H (2.965, 1.181, 2.998)
C (3.763, 1.688, 1.006)
C (2.393, 1.721, 0.448)
N (1.261, 1.830, 1.210)
C (0.142, 1.937, 0.250)
C (-1.091, 2.118, 0.974)
C (-2.202, 2.010, 0.399)
C (-2.355, 2.024, -0.959)
C (-1.215, 1.773, -1.783)
C (0.135, 1.537, -1.130)
C (1.379, 1.641, -1.716)
O (1.427, 1.361, -3.083)
N (2.439, 1.575, -0.837)
C (3.811, 1.253, -1.600)
C (4.376, 0.032, -1.265)
C (3.741, -0.958, -1.343)
C (4.185, -2.245, -0.893)
C (5.537, -2.376, -0.906)
C (6.257, -1.142, -0.733)
C (5.779, 0.100, -1.095)
H (6.338, 0.922, -1.032)
H (7.439, -1.140, -0.981)
Cl (6.397, -3.879, -0.488)
H (3.618, -3.367, -0.959)
H (2.608, -0.842, -1.474)
H (3.451, 1.421, -2.610)
H (4.492, 2.197, -1.346)
H (-1.099, 1.637, -2.801)
N (-3.528, 1.774, -1.804)
C (-4.732, 1.441, -1.279)
O (-5.727, 1.456, -2.065)
N (-4.900, 0.760, -0.061)
H (-4.005, 0.555, 0.332)
C (-6.085, 0.201, 0.131)
H (-6.922, 0.813, 0.144)
H (-6.205, 0.245, 1.410)
C (-6.336, -1.115, -0.130)
C (-5.043, -2.208, 0.476)
O (-4.145, -1.691, 0.828)
O (-5.649, -3.426, 0.487)
C (-4.658, -4.499, 0.941)
C (-3.888, -4.850, -0.310)
H (-4.279, -5.390, -1.015)
H (-3.041, -5.802, 0.172)
H (-3.048, -4.267, -0.640)
H (-3.929, -3.804, 1.558)
H (-5.344, -5.074, 1.426)
H (-7.161, -1.631, -0.025)
H (-6.102, -1.178, -1.366)
H (-3.254, 2.107, -2.757)
H (-3.088, 2.157, 1.048)
H (-0.875, 2.205, 2.248)
H (4.346, 1.045, 1.185)
H (4.312, 2.640, 0.712)
H (5.374, 2.922, 3.116)
H (4.705, 2.296, 4.494)
H (5.550, 1.149, 3.539)

Löwdin atomic charge list, values in e, 8 entries:
1. C -0.139
2. C -0.232
3. H 0.132
4. H 0.120
5. C -0.060
6. C -0.296
7. N 0.177
8. C -0.135

[3]
The following is a DFT calculation (ωB97M-V/def2-TZVPD) of a cluster of 2 separate species, C4H8NO5P in total.

gap between HOMO and LUMO = 5.0 eV
net charge = -2
2S+1 = 1
highest occupied orbital energy = 1.1 eV

Positions of all 19 atoms, in Å:
C (2.591, 0.617, 1.075)
C (0.187, -1.482, 0.324)
C (-0.143, -0.308, -1.686)
C (0.017, -0.112, -0.230)
N (1.859, 1.382, 1.585)
O (-2.687, 0.160, 0.891)
O (-0.811, 1.486, 1.923)
O (3.628, 0.202, 0.693)
O (-1.533, 2.089, -0.237)
O (-1.290, -1.126, -2.158)
P (-1.324, 0.708, 0.667)
H (1.237, -1.749, 0.371)
H (-0.273, -1.605, 1.243)
H (-0.385, -2.283, -0.354)
H (0.708, -0.914, -2.072)
H (-0.007, 0.499, -2.454)
H (-0.707, 2.424, 0.184)
H (0.850, 1.368, 1.675)
H (-1.916, -1.357, -1.441)

Löwdin atomic charge list, values in e, 8 entries:
1. C -0.494
2. C -0.225
3. C -0.350
4. C -0.448
5. N 0.188
6. O -0.409
7. O -0.463
8. O 0.034

[4]
The following is a DFT calculation (ωB97M-V/def2-TZVPD) of a structure of composition C22H25N2O9P2Pd.

gap between HOMO and LUMO = 8.6 eV
net charge = -1
2S+1 = 1
highest occupied orbital energy = -6.0 eV

Positions of all 61 atoms, in Å:
Pd (0.659, 1.387, -0.694)
O (1.480, 4.828, -3.043)
C (0.756, 3.972, -2.604)
O (0.693, 2.719, -3.089)
C (-0.168, 4.173, -1.394)
O (-0.874, 5.161, -1.354)
O (-0.074, 3.257, -0.504)
O (0.722, -0.632, -0.594)
O (1.580, -1.442, 0.218)
N (3.754, 2.558, -3.387)
C (4.017, 1.371, -2.551)
P (3.984, 1.754, -0.771)
O (5.010, 2.777, -0.443)
O (2.549, 2.053, -0.328)
C (4.433, 0.160, 0.005)
N (3.842, 0.093, 1.352)
H (3.736, 3.402, -2.819)
H (1.492, 2.570, -3.633)
H (4.500, 2.699, -4.055)
H (5.013, 0.967, -2.754)
H (3.287, 0.579, -2.746)
H (5.526, 0.129, 0.019)
H (4.066, -0.675, -0.599)
H (2.221, -0.823, 0.640)
H (3.717, 1.018, 1.746)
H (4.416, -0.444, 1.988)
O (-1.235, 0.669, -0.907)
P (-1.309, -0.499, 0.097)
C (-3.107, -0.277, 0.579)
C (-4.049, -0.124, -0.448)
C (-5.377, 0.158, -0.182)
C (-5.807, 0.313, 1.130)
C (-4.890, 0.193, 2.159)
C (-3.556, -0.091, 1.885)
C (-1.371, -2.195, -0.571)
C (-0.743, -3.299, 0.001)
C (-0.876, -4.556, -0.571)
C (-1.610, -4.728, -1.735)
C (-2.187, -3.624, -2.345)
C (-2.065, -2.370, -1.768)
C (-0.601, -0.423, 1.781)
C (-0.796, -1.504, 2.641)
C (-0.243, -1.514, 3.913)
C (0.492, -0.424, 4.358)
C (0.622, 0.687, 3.540)
C (0.074, 0.693, 2.264)
H (-3.734, -0.184, -1.479)
H (-6.076, 0.275, -1.001)
H (-6.842, 0.549, 1.343)
H (-5.205, 0.337, 3.185)
H (-2.869, -0.159, 2.715)
H (-0.101, -3.176, 0.859)
H (-0.381, -5.403, -0.112)
H (-1.713, -5.712, -2.177)
H (-2.726, -3.735, -3.277)
H (-2.481, -1.513, -2.279)
H (-1.414, -2.336, 2.331)
H (-0.395, -2.371, 4.557)
H (0.939, -0.432, 5.344)
H (1.147, 1.567, 3.889)
H (0.149, 1.600, 1.675)

Löwdin atomic charge list, values in e, 8 entries:
1. Pd 1.017
2. O 0.111
3. C -0.455
4. O 0.056
5. C -0.577
6. O 0.069
7. O -0.129
8. O -0.450

[5]
The following is a DFT calculation (ωB97M-V/def2-TZVPD) of a structure of composition C2H2Li2O2.

gap between HOMO and LUMO (alpha / beta) = 6.8 / 7.2 eV
net charge = +1
2S+1 = 2
highest occupied orbital energy (alpha / beta) = -10.7 / -11.4 eV

Positions of all 8 atoms, in Å:
H (0.645, 2.260, 0.182)
O (-0.240, -1.590, -0.949)
C (-0.140, -0.523, -0.360)
C (0.551, 0.111, 0.620)
O (0.316, 1.435, 0.870)
Li (-0.706, -2.819, -2.229)
H (1.107, -0.444, 1.385)
Li (-1.533, 1.570, 0.481)

Which charges does Löwdin predict for the atoms? In e, they are:
1. H 0.221
2. O -0.193
3. C -0.316
4. C -0.283
5. O -0.244
6. Li 0.870
7. H 0.121
8. Li 0.823

[6]
The following is a DFT calculation (ωB97M-V/def2-TZVPD) of a cluster of 2 separate species, C3H11N3 in total.

gap between HOMO and LUMO = 10.1 eV
net charge = +2
2S+1 = 1
highest occupied orbital energy = -20.5 eV

Positions of all 17 atoms, in Å:
C (-0.696, 2.408, 2.406)
C (-1.055, 0.964, 0.469)
C (1.639, -2.177, -1.625)
N (-0.289, 1.814, 1.358)
N (-0.564, -0.748, -1.126)
N (-0.218, 0.256, -0.501)
H (-1.623, 2.402, 2.888)
H (0.036, 3.035, 2.881)
H (-1.718, 0.323, 1.195)
H (-1.661, 1.535, -0.274)
H (2.503, -2.806, -1.579)
H (1.096, -2.696, -0.765)
H (1.116, -2.386, -2.531)
H (0.716, 1.926, 1.033)
H (-1.520, -1.172, -1.109)
H (0.252, -1.477, -1.549)
H (1.985, -1.203, -1.173)

Löwdin atomic charge list, values in e, 8 entries:
1. C 0.252
2. C -0.103
3. C -0.035
4. N 0.066
5. N 0.195
6. N 0.112
7. H 0.132
8. H 0.145

[7]
The following is a DFT calculation (ωB97M-V/def2-TZVPD) of a structure of composition C41H38N8O2PPdS.

gap between HOMO and LUMO = 6.9 eV
net charge = +1
2S+1 = 1
highest occupied orbital energy = -10.1 eV

Positions of all 92 atoms, in Å:
Pd (1.120, 0.139, -0.352)
N (5.391, 0.740, -0.101)
C (4.428, -0.167, -0.304)
N (3.282, 0.456, -0.419)
C (3.600, 1.777, -0.269)
N (4.881, 1.979, -0.076)
C (2.538, 2.765, -0.317)
C (2.731, 4.102, -0.644)
N (1.739, 4.975, -0.645)
C (0.536, 4.509, -0.324)
C (0.316, 3.176, -0.021)
N (1.313, 2.293, -0.007)
H (6.382, 0.602, 0.011)
H (4.582, -1.230, -0.368)
H (3.719, 4.464, -0.903)
H (-0.268, 5.230, -0.285)
H (-0.660, 2.809, 0.261)
O (1.038, -0.936, 2.151)
S (1.312, 0.466, 2.572)
C (1.496, 0.388, 4.379)
C (0.924, -0.673, 5.058)
C (1.005, -0.712, 6.441)
C (1.655, 0.306, 7.127)
C (2.233, 1.360, 6.434)
C (2.159, 1.402, 5.050)
C (-0.301, 1.283, 2.732)
C (-0.352, 2.627, 3.071)
C (-1.586, 3.238, 3.226)
C (-2.749, 2.502, 3.039)
C (-2.682, 1.157, 2.706)
C (-1.450, 0.536, 2.561)
H (0.431, -1.454, 4.494)
H (0.560, -1.533, 6.988)
H (1.720, 0.272, 8.206)
H (2.742, 2.146, 6.975)
H (2.620, 2.215, 4.500)
H (0.565, 3.187, 3.213)
H (-1.642, 4.284, 3.498)
H (-3.712, 2.977, 3.173)
H (-3.594, 0.593, 2.566)
H (-1.362, -0.513, 2.318)
N (-0.824, 0.007, -0.378)
P (-1.446, 0.384, -1.776)
C (-3.255, 0.237, -1.650)
C (-3.726, -0.589, -0.631)
C (-5.085, -0.825, -0.496)
C (-5.983, -0.242, -1.379)
C (-5.518, 0.580, -2.395)
C (-4.160, 0.819, -2.534)
C (-1.059, -0.666, -3.232)
C (-1.708, -0.466, -4.449)
C (-1.475, -1.330, -5.506)
C (-0.597, -2.395, -5.357)
C (0.062, -2.585, -4.153)
C (-0.170, -1.723, -3.090)
C (-1.072, 2.050, -2.435)
C (-1.961, 3.113, -2.321)
C (-1.641, 4.344, -2.879)
C (-0.429, 4.517, -3.532)
C (0.474, 3.465, -3.618)
C (0.159, 2.235, -3.065)
H (-3.008, -1.033, 0.046)
H (-5.448, -1.469, 0.295)
H (-7.044, -0.427, -1.276)
H (-6.217, 1.037, -3.082)
H (-3.815, 1.466, -3.329)
H (-2.390, 0.364, -4.572)
H (-1.986, -1.179, -6.448)
H (-0.432, -3.079, -6.179)
H (0.753, -3.411, -4.037)
H (0.327, -1.861, -2.143)
H (-2.893, 2.979, -1.788)
H (-2.345, 5.163, -2.812)
H (-0.181, 5.479, -3.958)
H (1.417, 3.609, -4.129)
H (0.857, 1.404, -3.120)
N (1.811, -1.979, -0.471)
C (1.891, -3.061, -0.072)
N (2.007, -4.282, 0.365)
C (1.163, -4.798, 1.446)
C (0.302, -5.923, 0.885)
O (1.116, -6.931, 0.315)
C (1.871, -6.437, -0.770)
C (2.793, -5.298, -0.333)
H (0.556, -3.990, 1.851)
H (1.810, -5.193, 2.233)
H (-0.378, -5.516, 0.124)
H (-0.279, -6.398, 1.672)
H (1.202, -6.080, -1.566)
H (2.460, -7.272, -1.146)
H (3.293, -4.860, -1.196)
H (3.546, -5.689, 0.357)

Löwdin atomic charge list, values in e, 8 entries:
1. Pd 0.807
2. N 0.049
3. C -0.116
4. N 0.028
5. C -0.309
6. N 0.149
7. C -0.184
8. C -0.051

[8]
The following is a DFT calculation (ωB97M-V/def2-TZVPD) of a cluster of 2 separate species, C2H2N2O2 in total.

gap between HOMO and LUMO = 9.7 eV
net charge = 0
2S+1 = 1
highest occupied orbital energy = -9.3 eV

Positions of all 8 atoms, in Å:
C (-1.822, 0.879, 0.546)
C (2.968, -0.107, 0.587)
N (-1.972, -1.039, -0.936)
N (-1.817, 0.049, -0.380)
O (2.633, -0.413, -0.464)
O (3.286, 0.159, 1.663)
H (-2.042, 1.833, 0.414)
H (-1.233, -1.363, -1.430)

Which charges does Löwdin predict for the atoms? In e, they are:
1. C 0.106
2. C -0.433
3. N 0.096
4. N -0.196
5. O 0.216
6. O 0.213
7. H -0.020
8. H 0.018

no.,E_tot (eV)
1,-120731.803
2,-51983.984
3,-25293.723
4,-66687.474
5,-6603.743
6,-7737.635
7,-82746.115
8,-9178.639